1.
# C17H21N2O4S

An isolated ion of composition C17H21N2O4S and charge +1 (the ωB97M-V functional and the def2-TZVPD basis, the OMol25 dataset).

Each atom is followed by the atoms it is bonded to, with distances in Å.
CARTESIAN COORDINATES (ANGSTROEM)
1 C 3.076 3.845 3.360  H2 1.092, H3 1.091, H4 1.086, O5 1.423
2 H 2.131 4.282 3.687  C1 1.092
3 H 3.369 4.304 2.414  C1 1.091
4 H 3.847 3.992 4.111  C1 1.086
5 O 2.941 2.436 3.205  C1 1.423, C6 1.320
6 C 2.075 2.016 2.302  O5 1.320, O7 1.225, C8 1.462
7 O 1.397 2.764 1.608  C6 1.225
8 C 1.994 0.560 2.201  C6 1.462, C9 1.388, C36 1.415
9 C 1.136 -0.043 1.291  C8 1.388, N10 1.381, S34 1.727
10 N 0.317 0.681 0.447  C9 1.381, C11 1.324, H33 1.039
11 C -0.511 0.149 -0.439  N10 1.324, O12 1.248, C13 1.518
12 O -0.630 -1.086 -0.578  C11 1.248
13 C -1.298 1.112 -1.309  C11 1.518, H14 1.093, H15 1.089, C16 1.532
14 H -0.722 1.288 -2.222  C13 1.093
15 H -1.411 2.071 -0.806  C13 1.089
16 C -2.679 0.544 -1.650  C13 1.532, N17 1.482, H31 1.093, H32 1.092
17 N -2.545 -0.834 -2.178  C16 1.482, H18 1.022, C19 1.486, H30 1.117
18 H -3.407 -1.362 -2.030  N17 1.022
19 C -2.205 -0.918 -3.622  N17 1.486, C20 1.490, H28 1.089, H29 1.093
20 C -3.331 -0.418 -4.461  C19 1.490, C21 1.364, O24 1.357
21 C -3.448 0.626 -5.330  C20 1.364, C22 1.417, H27 1.070
22 C -4.776 0.583 -5.820  C21 1.417, C23 1.359, H26 1.069
23 C -5.369 -0.476 -5.207  C22 1.359, O24 1.343, H25 1.071
24 O -4.508 -1.090 -4.380  C20 1.357, C23 1.343
25 H -6.359 -0.879 -5.271  C23 1.071
26 H -5.219 1.250 -6.529  C22 1.069
27 H -2.686 1.327 -5.602  C21 1.070
28 H -1.308 -0.333 -3.821  C19 1.089
29 H -1.999 -1.967 -3.849  C19 1.093
30 H -1.723 -1.238 -1.539  N17 1.117
31 H -3.188 1.178 -2.381  C16 1.093
32 H -3.285 0.504 -0.742  C16 1.092
33 H 0.455 1.699 0.598  N10 1.039
34 S 1.192 -1.768 1.325  C9 1.727, C35 1.722
35 C 2.373 -1.693 2.576  S34 1.722, C36 1.363, C43 1.486
36 C 2.701 -0.420 2.937  C8 1.415, C35 1.363, C37 1.491
37 C 3.743 -0.418 4.003  C36 1.491, H38 1.089, H39 1.092, C40 1.546
38 H 3.498 0.258 4.820  C37 1.089
39 H 4.701 -0.100 3.585  C37 1.092
40 C 3.780 -1.897 4.453  C37 1.546, H41 1.087, H42 1.089, C43 1.546
41 H 4.794 -2.228 4.664  C40 1.087
42 H 3.193 -2.011 5.364  C40 1.089
43 C 3.133 -2.730 3.322  C35 1.486, C40 1.546, H44 1.090, H45 1.093
44 H 2.498 -3.528 3.706  C43 1.090
45 H 3.888 -3.187 2.677  C43 1.093

Its SMILES is COC(=O)c1c(NC(=O)CC[NH2+]Cc2ccco2)sc2c1CCC2. The value obtained for the HOMO-LUMO gap is 8.19 eV. The calculation puts the energy above the lowest of the compared OMol25 structures with the same formula, charge and spin at 0.00 kcal/mol. The max |F| comes out at 0.019 hartree/bohr. As for the calculated total energy: -39969.851 eV. The charge is +1. The value obtained for the lowest unoccupied orbital energy is -2.49 eV.


2.
# C17H21N3O3S

One molecule with the formula C17H21N3O3S at a distorted geometry (the ωB97M-V functional and the def2-TZVPD basis, the OMol25 dataset).

Each atom is followed by the atoms it is bonded to, with distances in Å.
CARTESIAN COORDINATES (ANGSTROEM)
1 C 4.595 -0.492 0.364  H2 1.086, H3 1.087, H4 1.087, C5 1.529
2 H 4.455 -0.871 1.372  C1 1.086
3 H 4.949 -1.301 -0.271  C1 1.087
4 H 5.355 0.284 0.401  C1 1.087
5 C 3.299 0.088 -0.203  C1 1.529, N6 1.456, C36 1.530, H45 1.105
6 N 2.343 -0.975 -0.482  C5 1.456, C7 1.433, C33 1.454
7 C 1.942 -1.818 0.605  N6 1.433, H8 1.093, H9 1.091, C10 1.553
8 H 2.824 -2.343 0.983  C7 1.093
9 H 1.259 -2.572 0.211  C7 1.091
10 C 1.280 -1.164 1.847  C7 1.553, N11 1.452, H31 1.089, H32 1.093
11 N 0.041 -0.468 1.549  C10 1.452, C12 1.365, C28 1.396
12 C -0.027 0.889 1.692  N11 1.365, S13 1.651, N14 1.364
13 S 1.198 1.838 2.260  C12 1.651
14 N -1.200 1.498 1.354  C12 1.364, C15 1.369, H30 1.012
15 C -2.314 0.845 0.899  N14 1.369, C16 1.399, C20 1.402
16 C -2.264 -0.550 0.804  C15 1.399, C17 1.405, C28 1.463
17 C -3.375 -1.283 0.355  C16 1.405, C18 1.366, H27 1.077
18 C -4.495 -0.577 0.019  C17 1.366, C19 1.407, O24 1.367
19 C -4.540 0.826 0.116  C18 1.407, C20 1.370, O22 1.357
20 C -3.469 1.561 0.552  C15 1.402, C19 1.370, H21 1.077
21 H -3.510 2.634 0.627  C20 1.077
22 O -5.762 1.267 -0.277  C19 1.357, C23 1.415
23 C -6.504 0.114 -0.629  O22 1.415, O24 1.410, H25 1.101, H26 1.101
24 O -5.701 -1.029 -0.441  C18 1.367, C23 1.410
25 H -7.400 0.048 0.008  C23 1.101
26 H -6.811 0.185 -1.684  C23 1.101
27 H -3.316 -2.356 0.292  C17 1.077
28 C -1.042 -1.264 1.174  N11 1.396, C16 1.463, O29 1.213
29 O -0.938 -2.472 1.161  C28 1.213
30 H -1.217 2.504 1.468  N14 1.012
31 H 1.959 -0.452 2.314  C10 1.089
32 H 1.050 -1.969 2.550  C10 1.093
33 C 1.327 -0.642 -1.467  N6 1.454, C34 1.527, H43 1.100, H44 1.093
34 C 1.069 0.859 -1.582  C33 1.527, C35 1.531, H41 1.092, H42 1.090
35 C 2.350 1.578 -2.015  C34 1.531, C36 1.532, H39 1.091, H40 1.091
36 C 3.583 0.816 -1.519  C5 1.530, C35 1.532, H37 1.091, H38 1.090
37 H 3.889 0.071 -2.256  C36 1.091
38 H 4.413 1.509 -1.380  C36 1.090
39 H 2.387 1.660 -3.102  C35 1.091
40 H 2.350 2.590 -1.607  C35 1.091
41 H 0.262 1.040 -2.295  C34 1.092
42 H 0.746 1.243 -0.614  C34 1.090
43 H 1.657 -1.013 -2.449  C33 1.100
44 H 0.397 -1.163 -1.223  C33 1.093
45 H 2.906 0.826 0.520  C5 1.105

Its SMILES is C[C@H]1CCCCN1CCn1c(=S)[nH]c2cc3c(cc2c1=O)OCO3. The value obtained for the HOMO-LUMO gap is 8.04 eV. The calculation puts the energy above the lowest of the compared OMol25 structures with the same formula, charge and spin at 37.67 kcal/mol. The max |F| comes out at 0.025 hartree/bohr. As for the calculated total energy: -39418.533 eV. The charge is 0. The value obtained for the lowest unoccupied orbital energy is 0.24 eV.


3.
# C17H21N3O3S3

One molecule with the formula C17H21N3O3S3 at a distorted geometry (the ωB97M-V functional and the def2-TZVPD basis, the OMol25 dataset).

Each atom is followed by the atoms it is bonded to, with distances in Å.
CARTESIAN COORDINATES (ANGSTROEM)
1 C 4.799 0.824 0.449  C2 1.522, H45 1.087, H46 1.086, H47 1.087
2 C 3.971 1.486 1.541  C1 1.522, H3 1.092, H4 1.095, O5 1.427
3 H 4.515 1.508 2.488  C2 1.092
4 H 3.695 2.503 1.243  C2 1.095
5 O 2.784 0.744 1.817  C2 1.427, C6 1.335
6 C 1.735 0.957 1.018  O5 1.335, O7 1.223, C8 1.455
7 O 1.756 1.770 0.104  C6 1.223
8 C 0.572 0.143 1.337  C6 1.455, C9 1.385, C29 1.432
9 C -0.569 0.232 0.556  C8 1.385, N10 1.371, S27 1.716
10 N -0.721 1.063 -0.524  C9 1.371, C11 1.357, H26 1.025
11 C -1.866 1.093 -1.252  N10 1.357, O12 1.213, C13 1.512
12 O -2.822 0.398 -0.982  C11 1.213
13 C -1.823 2.052 -2.420  C11 1.512, H14 1.089, H15 1.089, S16 1.835
14 H -2.816 2.195 -2.844  C13 1.089
15 H -1.376 3.006 -2.141  C13 1.089
16 S -0.785 1.313 -3.740  C13 1.835, C17 1.727
17 C -1.742 1.702 -5.125  S16 1.727, N18 1.290, S25 1.755
18 N -2.840 2.379 -5.112  C17 1.290, N19 1.324
19 N -3.374 2.536 -6.313  N18 1.324, C20 1.280
20 C -2.719 2.000 -7.274  N19 1.280, C21 1.477, S25 1.770
21 C -3.111 2.044 -8.697  C20 1.477, H22 1.086, H23 1.089, H24 1.089
22 H -4.043 2.594 -8.791  C21 1.086
23 H -3.242 1.035 -9.084  C21 1.089
24 H -2.338 2.536 -9.286  C21 1.089
25 S -1.251 1.177 -6.726  C17 1.755, C20 1.770
26 H 0.113 1.623 -0.725  N10 1.025
27 S -1.823 -0.824 1.061  C9 1.716, C28 1.746
28 C -0.812 -1.409 2.358  S27 1.746, C29 1.357, C38 1.489
29 C 0.408 -0.814 2.389  C8 1.432, C28 1.357, C30 1.496
30 C 1.430 -1.168 3.424  C29 1.496, C31 1.528, H43 1.091, H44 1.094
31 C 0.797 -1.955 4.570  C30 1.528, H32 1.091, C33 1.529, H42 1.092
32 H 1.584 -2.370 5.202  C31 1.091
33 C -0.097 -3.078 4.042  C31 1.529, C34 1.525, C38 1.532, H41 1.095
34 C -0.576 -3.986 5.169  C33 1.525, H35 1.088, H36 1.088, H37 1.088
35 H 0.268 -4.465 5.660  C34 1.088
36 H -1.233 -4.762 4.782  C34 1.088
37 H -1.125 -3.412 5.913  C34 1.088
38 C -1.288 -2.456 3.305  C28 1.489, C33 1.532, H39 1.092, H40 1.095
39 H -1.846 -3.222 2.763  C38 1.092
40 H -1.974 -2.010 4.032  C38 1.095
41 H 0.481 -3.674 3.327  C33 1.095
42 H 0.193 -1.283 5.184  C31 1.092
43 H 1.897 -0.259 3.805  C30 1.091
44 H 2.218 -1.761 2.952  C30 1.094
45 H 4.245 0.823 -0.487  C1 1.087
46 H 5.725 1.374 0.310  C1 1.086
47 H 5.031 -0.202 0.723  C1 1.087

Its SMILES is CCOC(=O)c1c(NC(=O)CSc2nnc(C)s2)sc2c1CC[C@@H](C)C2. The value obtained for the HOMO-LUMO gap is 8.53 eV. The calculation puts the energy above the lowest of the compared OMol25 structures with the same formula, charge and spin at 0.00 kcal/mol. The max |F| comes out at 0.034 hartree/bohr. As for the calculated total energy: -61089.325 eV. The charge is 0. The value obtained for the lowest unoccupied orbital energy is 0.53 eV.